The following is a DFT calculation (ωB97M-V/def2-TZVPD) of a cluster of 11 separate species, C28H81N3O19 in total at a distorted geometry.

```
131
Properties=species:S:1:pos:R:3:forces:R:3:mulliken_charge:R:1
C -31.724 -14.205 2.988 -1.0 0.3 0.0 -0.2690
C -32.149 -13.879 4.436 1.7 -0.3 -1.1 -0.5204
O -31.409 -12.700 4.882 -0.6 -0.8 -0.1 -0.5144
O -32.370 -13.268 2.103 0.6 -0.1 0.4 -0.4777
H -32.110 -15.158 2.626 0.1 -0.3 0.5 0.3019
H -30.637 -14.202 2.910 0.1 0.2 -0.1 0.2534
H -31.751 -14.683 5.056 -0.4 0.0 0.3 0.3106
H -33.239 -13.871 4.412 0.0 0.6 0.6 0.3243
H -31.841 -11.853 4.749 -0.5 -0.2 -0.1 0.3184
H -32.240 -12.433 2.560 0.0 0.5 -0.4 0.2698
C -32.533 -15.459 -3.709 -1.3 0.9 2.1 -0.2172
C -33.882 -15.196 -2.910 0.4 -1.8 -0.5 -0.4992
O -33.981 -13.920 -2.363 0.2 1.1 -0.2 -0.4936
O -31.518 -15.572 -2.732 1.1 -0.5 0.3 -0.5197
H -32.357 -14.576 -4.322 0.0 -0.2 -0.5 0.2207
H -32.468 -16.426 -4.208 -0.5 0.3 -0.4 0.3006
H -33.927 -15.870 -2.054 0.3 -0.7 -0.1 0.3122
H -34.792 -15.435 -3.461 0.1 0.4 -0.5 0.3308
H -33.431 -13.908 -1.576 -0.1 0.2 0.1 0.2951
H -31.472 -14.857 -2.094 -0.2 0.3 -0.3 0.2698
C -41.992 -0.492 -4.213 0.0 -2.7 0.2 -0.3558
C -42.347 -0.187 -2.703 -1.1 0.1 -1.9 -0.3512
O -43.266 -1.152 -2.131 0.6 0.6 -0.4 -0.5066
O -42.955 -0.254 -5.266 -0.3 1.6 1.0 -0.5392
H -41.995 -1.579 -4.292 0.9 -0.4 0.8 0.2268
H -40.996 -0.162 -4.506 0.0 0.5 0.2 0.3418
H -42.765 0.815 -2.791 -0.3 0.2 0.8 0.2784
H -41.484 -0.170 -2.036 0.2 0.0 -0.5 0.2684
H -44.156 -0.791 -2.119 0.0 0.1 -0.2 0.3022
H -42.644 -0.740 -6.033 0.0 0.0 0.1 0.3291
C -37.883 -16.145 4.059 0.4 -3.0 0.6 -0.4325
C -37.325 -16.530 2.696 -0.7 2.5 -0.9 -0.1220
O -36.944 -17.850 2.618 -0.5 -1.9 0.9 -0.5416
O -36.831 -16.352 4.934 2.5 1.6 2.3 -0.5591
H -38.523 -16.912 4.496 -1.5 0.0 -1.2 0.2780
H -38.355 -15.180 4.243 0.5 0.1 -0.6 0.2993
H -36.435 -15.926 2.518 0.0 0.5 0.1 0.1828
H -38.078 -16.215 1.974 -0.1 -0.4 -0.6 0.2653
H -36.353 -18.093 1.902 -0.1 0.6 -0.1 0.3137
H -36.530 -17.262 4.988 -0.4 0.0 -0.4 0.3180
C -31.906 -3.007 1.733 1.9 -2.0 1.4 -0.4246
C -32.782 -3.421 2.942 -1.3 -0.6 -0.5 -0.1898
O -32.659 -4.825 3.234 1.0 0.4 -0.4 -0.5304
O -32.115 -1.754 1.259 -1.2 1.9 -0.3 -0.4892
H -31.874 -3.695 0.888 -0.7 -0.7 0.3 0.3212
H -30.869 -2.997 2.069 0.2 -0.2 0.3 0.2549
H -33.832 -3.247 2.706 -0.3 0.2 -0.5 0.2345
H -32.641 -2.787 3.818 0.7 0.0 0.1 0.2523
H -33.378 -5.174 3.766 -0.2 0.4 0.0 0.2889
H -33.007 -1.781 0.905 -0.2 0.6 -0.3 0.2785
C -35.528 1.836 -2.183 0.0 -0.4 -1.3 -0.4841
C -35.153 0.396 -2.647 -0.3 2.7 0.1 -0.5706
O -35.182 -0.484 -1.515 0.8 0.1 -1.5 -0.4277
O -34.549 2.407 -1.337 -0.4 -0.6 0.8 -0.4841
H -36.554 1.736 -1.828 0.0 0.6 1.0 0.3499
H -35.539 2.569 -2.989 -0.6 -0.5 -0.8 0.2987
H -34.225 0.642 -3.164 1.2 -1.3 0.9 0.3939
H -35.735 0.171 -3.541 -0.9 -0.8 0.5 0.2685
H -35.948 -0.235 -0.992 -0.2 0.1 0.1 0.3207
H -33.802 1.808 -1.405 0.3 0.0 0.4 0.3361
C -37.416 -6.438 6.088 -0.7 0.8 0.8 -0.1962
C -37.814 -5.725 7.374 0.1 1.2 -0.7 -0.6747
O -37.960 -6.606 8.450 0.3 -0.5 0.3 -0.5062
O -36.100 -6.906 6.119 0.7 -0.5 0.1 -0.4949
H -37.424 -5.722 5.266 -0.6 0.0 -0.1 0.2535
H -38.166 -7.219 5.968 0.2 -0.4 -0.5 0.2112
H -38.725 -5.137 7.268 -0.4 -0.2 -0.5 0.3969
H -37.070 -4.953 7.575 0.5 0.0 0.2 0.3870
H -38.048 -6.051 9.229 0.0 -0.2 0.2 0.3120
H -35.793 -6.912 7.028 0.0 -0.2 0.1 0.3103
C -41.267 -0.213 3.020 0.4 0.0 0.1 -0.4183
C -39.675 -0.259 3.088 -2.3 -0.5 0.8 -0.3937
O -39.033 -0.651 1.863 -0.5 0.8 1.1 -0.4499
O -41.916 -1.488 2.936 0.5 0.1 -0.4 -0.5063
H -41.621 0.478 2.255 0.2 -0.2 -0.6 0.2748
H -41.729 0.214 3.910 0.7 0.1 0.5 0.3090
H -39.449 -0.938 3.910 0.1 -0.6 -0.2 0.2614
H -39.395 0.680 3.565 0.6 0.5 -1.1 0.3564
H -39.225 -1.589 1.805 0.1 -0.2 -0.2 0.2656
H -42.122 -1.681 2.019 0.0 0.0 -0.1 0.2994
C -38.606 -6.005 -0.980 -1.3 -1.8 0.8 -1.3980
C -38.197 -6.685 0.390 0.3 1.0 -2.1 0.1823
C -38.092 -8.171 0.163 -0.7 -1.4 1.1 -0.7117
O -37.388 -8.832 1.240 0.5 -1.2 -1.7 -0.2634
C -37.232 -10.222 0.821 0.7 0.3 0.5 -0.8478
N -36.888 -6.028 0.621 -0.9 -0.6 0.5 -0.6072
H -37.927 -6.402 -1.734 0.5 0.8 -0.1 0.4727
H -38.763 -4.928 -0.911 0.6 -0.2 -0.1 0.2908
H -39.530 -6.449 -1.351 -0.5 0.1 0.2 0.3288
H -38.980 -6.550 1.137 0.4 0.6 0.4 0.3135
H -37.727 -8.511 -0.806 0.7 0.5 -0.2 0.3268
H -39.064 -8.662 0.221 -0.7 0.4 -0.3 0.3905
H -38.150 -10.810 0.824 -0.3 0.3 0.5 0.3226
H -36.465 -10.700 1.432 -0.3 0.2 0.5 0.2732
H -36.844 -10.377 -0.186 0.1 0.8 -0.4 0.3364
H -36.331 -6.616 1.225 0.2 -0.1 0.3 0.2998
H -36.492 -6.115 -0.303 0.7 0.3 0.0 0.2940
C -39.901 -16.115 -3.328 -0.4 1.3 -0.3 -1.2036
C -40.329 -15.011 -4.301 -1.7 0.8 1.6 0.3344
C -39.771 -13.619 -3.882 0.3 -2.3 0.2 -0.7169
O -40.020 -12.684 -4.890 -1.0 -2.1 -0.2 -0.3392
C -39.853 -11.382 -4.542 -0.1 1.6 -0.2 -0.7990
N -40.043 -15.313 -5.641 1.5 0.6 -2.5 -0.8312
H -40.550 -16.964 -3.546 0.4 -0.3 0.4 0.3319
H -40.014 -15.726 -2.316 -0.3 -0.4 0.2 0.3107
H -38.834 -16.303 -3.445 -0.1 -0.4 -0.3 0.3003
H -41.406 -14.848 -4.337 -0.5 -0.2 1.2 0.3583
H -38.719 -13.841 -3.702 0.7 0.7 -0.2 0.3200
H -40.198 -13.427 -2.898 -0.3 0.7 -0.1 0.3992
H -38.777 -11.226 -4.464 0.0 0.8 0.5 0.3090
H -40.484 -11.072 -3.708 0.5 -0.3 0.9 0.3110
H -40.306 -10.744 -5.301 0.5 -0.1 -0.6 0.2885
H -39.888 -14.369 -5.967 0.8 0.1 -1.0 0.3454
H -40.858 -15.501 -6.208 -0.4 -0.7 0.4 0.2824
C -44.289 -5.935 -3.382 -0.8 -2.5 0.9 -1.0528
C -45.095 -6.167 -2.063 0.7 1.6 0.4 0.2517
C -44.194 -6.552 -0.769 -1.0 1.8 -0.6 -0.6733
O -44.988 -6.440 0.434 0.3 -1.0 -0.6 -0.4027
C -44.214 -6.612 1.651 -0.4 0.4 -1.6 -0.6332
N -45.813 -4.861 -1.924 0.4 -1.2 1.5 -0.7284
H -44.950 -6.247 -4.191 0.1 0.2 -0.2 0.2977
H -43.526 -6.710 -3.309 0.7 0.4 -0.7 0.2916
H -43.957 -4.919 -3.594 0.2 -0.2 0.5 0.2797
H -45.856 -6.945 -2.108 0.1 -0.1 -0.5 0.3379
H -43.427 -5.780 -0.698 0.4 0.2 -0.1 0.3421
H -43.680 -7.507 -0.882 -0.3 -0.4 0.1 0.4237
H -43.820 -5.620 1.868 0.2 -0.1 0.6 0.2452
H -43.399 -7.307 1.446 0.1 -0.1 0.3 0.2786
H -44.874 -7.002 2.426 0.1 0.2 -0.1 0.2331
H -45.119 -4.131 -1.996 0.3 0.2 -0.4 0.1907
H -45.947 -4.866 -0.923 -1.1 0.5 0.5 0.3265
```
Positions in Å, forces in eV/Å.

Summary:
Molecular weight = 763.96 g mol⁻¹
Max |F| = 3.78 eV/A
HOMO energy = -9.3 eV
Structure (SMILES) = COC[C@H](C)N.COC[C@H](C)N.COC[C@H](C)N.OCCO.OCCO.OCCO.OCCO.OCCO.OCCO.OCCO.OCCO
ΔE to the lowest compared entry with this formula, charge and spin = 185.81 kcal/mol
Lowest unoccupied orbital energy = -0.1 eV
E = -2708.795561 a.u.